{"formula": "C56H154N14O14", "method": "the ωB97M-V functional and the def2-TZVPD basis", "homo_energy_ev": -8.79, "lumo_ev": 0.08, "elements": ["C", "C", "C", "O", "C", "N", "H", "H", "H", "H", "H", "H", "H", "H", "H", "H", "H", "C", "C", "C", "O", "C", "N", "H", "H", "H", "H", "H", "H", "H", "H", "H", "H", "H", "C", "C", "C", "O", "C", "N", "H", "H", "H", "H", "H", "H", "H", "H", "H", "H", "H", "C", "C", "C", "O", "C", "N", "H", "H", "H", "H", "H", "H", "H", "H", "H", "H", "H", "C", "C", "C", "O", "C", "N", "H", "H", "H", "H", "H", "H", "H", "H", "H", "H", "H", "C", "C", "C", "O", "C", "N", "H", "H", "H", "H", "H", "H", "H", "H", "H", "H", "H", "C", "C", "C", "O", "C", "N", "H", "H", "H", "H", "H", "H", "H", "H", "H", "H", "H", "C", "C", "C", "O", "C", "N", "H", "H", "H", "H", "H", "H", "H", "H", "H", "H", "H", "C", "C", "C", "O", "C", "N", "H", "H", "H", "H", "H", "H", "H", "H", "H", "H", "H", "C", "C", "C", "O", "C", "N", "H", "H", "H", "H", "H", "H", "H", "H", "H", "H", "H", "C", "C", "C", "O", "C", "N", "H", "H", "H", "H", "H", "H", "H", "H", "H", "H", "H", "C", "C", "C", "O", "C", "N", "H", "H", "H", "H", "H", "H", "H", "H", "H", "H", "H", "C", "C", "C", "O", "C", "N", "H", "H", "H", "H", "H", "H", "H", "H", "H", "H", "H", "C", "C", "C", "O", "C", "N", "H", "H", "H", "H", "H", "H", "H", "H", "H", "H", "H"], "positions_angstrom": [[-3.499, -1.148, 12.444], [-3.325, -0.002, 11.432], [-4.195, -0.164, 10.275], [-4.220, -1.510, 9.782], [-4.911, -1.616, 8.535], [-3.434, 1.238, 12.256], [-4.544, -1.169, 12.750], [-2.879, -1.039, 13.334], [-3.230, -2.114, 12.017], [-2.303, -0.100, 11.065], [-3.878, 0.548, 9.513], [-5.236, -0.018, 10.564], [-5.935, -1.246, 8.593], [-4.960, -2.664, 8.239], [-4.323, -1.126, 7.759], [-3.034, 1.116, 13.175], [-4.411, 1.344, 12.490], [-5.607, -8.728, 7.340], [-4.406, -8.903, 6.411], [-4.471, -8.147, 5.122], [-3.343, -8.486, 4.317], [-3.227, -7.525, 3.245], [-3.311, -8.456, 7.214], [-6.606, -8.776, 6.905], [-5.618, -7.694, 7.685], [-5.607, -9.308, 8.264], [-4.177, -9.959, 6.267], [-4.440, -7.081, 5.350], [-5.368, -8.423, 4.568], [-2.733, -7.947, 2.369], [-2.808, -6.594, 3.628], [-4.199, -7.303, 2.806], [-2.520, -8.709, 6.640], [-3.293, -9.081, 8.007], [-7.220, -2.505, 1.766], [-6.684, -2.369, 0.298], [-7.926, -2.498, -0.733], [-8.522, -3.738, -0.835], [-9.607, -3.715, -1.816], [-5.987, -1.079, 0.242], [-7.393, -3.547, 2.036], [-8.107, -1.886, 1.901], [-6.482, -2.142, 2.482], [-6.026, -3.197, 0.032], [-7.605, -2.202, -1.731], [-8.627, -1.702, -0.479], [-10.328, -2.958, -1.508], [-10.040, -4.715, -1.831], [-9.229, -3.491, -2.813], [-6.590, -0.397, 0.680], [-6.063, -0.693, -0.688], [-3.518, 1.708, -4.377], [-4.337, 2.711, -3.568], [-4.573, 4.098, -4.268], [-5.428, 5.038, -3.644], [-5.588, 6.282, -4.391], [-5.660, 2.137, -3.331], [-3.435, 0.766, -3.835], [-2.502, 1.976, -4.665], [-4.113, 1.389, -5.233], [-3.809, 2.986, -2.655], [-4.827, 4.048, -5.327], [-3.543, 4.455, -4.245], [-4.699, 6.839, -4.687], [-6.114, 6.934, -3.693], [-6.192, 6.162, -5.291], [-6.249, 2.858, -2.937], [-6.067, 1.968, -4.239], [0.052, -4.234, 6.764], [0.433, -4.038, 8.257], [1.056, -2.763, 8.716], [2.284, -2.641, 8.101], [2.902, -1.475, 8.549], [-0.800, -4.383, 8.944], [-0.434, -5.192, 6.578], [0.923, -4.390, 6.129], [-0.561, -3.449, 6.320], [1.100, -4.824, 8.611], [0.999, -2.726, 9.803], [0.452, -1.936, 8.341], [3.912, -1.513, 8.140], [2.858, -1.276, 9.620], [2.402, -0.668, 8.014], [-1.108, -5.281, 8.600], [-1.633, -3.845, 8.754], [-5.526, 4.108, 1.417], [-6.331, 4.337, 2.714], [-6.927, 2.994, 3.211], [-7.630, 2.352, 2.116], [-8.753, 3.121, 1.675], [-5.495, 4.955, 3.739], [-4.695, 3.408, 1.501], [-5.040, 5.009, 1.045], [-6.176, 3.741, 0.623], [-7.129, 5.061, 2.545], [-7.619, 3.170, 4.035], [-6.128, 2.308, 3.490], [-8.487, 3.874, 0.933], [-9.266, 3.684, 2.454], [-9.444, 2.483, 1.123], [-6.061, 5.083, 4.565], [-5.359, 5.874, 3.344], [1.856, 7.554, 0.332], [0.413, 7.555, -0.270], [0.067, 6.404, -1.187], [0.870, 6.382, -2.310], [0.528, 7.318, -3.332], [-0.366, 7.589, 0.937], [2.085, 8.562, 0.678], [2.593, 7.372, -0.450], [2.080, 6.849, 1.132], [0.260, 8.414, -0.923], [-1.002, 6.465, -1.391], [0.154, 5.425, -0.718], [-0.500, 7.350, -3.693], [1.048, 7.269, -4.288], [0.862, 8.264, -2.908], [-0.321, 6.614, 1.197], [-1.338, 7.652, 0.671], [7.522, 2.144, -8.561], [7.889, 2.213, -7.097], [6.868, 3.048, -6.263], [6.815, 4.382, -6.829], [5.880, 5.282, -6.225], [8.069, 0.811, -6.659], [8.172, 1.458, -9.104], [7.661, 3.141, -8.979], [6.469, 1.891, -8.683], [8.856, 2.709, -7.009], [7.308, 3.064, -5.266], [5.903, 2.542, -6.258], [4.855, 5.021, -6.486], [6.114, 6.277, -6.603], [6.053, 5.345, -5.151], [7.761, 0.832, -5.698], [7.360, 0.282, -7.146], [3.835, -6.859, -0.992], [4.317, -6.233, 0.349], [4.948, -4.785, 0.092], [6.162, -4.787, -0.651], [7.270, -5.243, 0.226], [3.358, -6.409, 1.407], [4.657, -7.201, -1.621], [3.248, -6.128, -1.546], [3.072, -7.633, -0.909], [5.101, -6.893, 0.722], [5.102, -4.347, 1.078], [4.147, -4.216, -0.379], [8.143, -5.326, -0.422], [7.136, -6.215, 0.702], [7.484, -4.479, 0.974], [3.117, -7.389, 1.443], [3.714, -6.085, 2.295], [-0.244, -1.942, 0.824], [0.054, -0.515, 1.054], [0.320, 0.419, -0.274], [1.340, -0.006, -1.187], [1.758, 1.027, -2.060], [-1.128, -0.025, 1.689], [-0.504, -2.471, 1.740], [0.628, -2.454, 0.418], [-1.040, -2.057, 0.087], [0.938, -0.383, 1.678], [0.499, 1.429, 0.096], [-0.615, 0.397, -0.833], [2.374, 0.479, -2.773], [2.364, 1.781, -1.557], [0.952, 1.469, -2.645], [-1.961, -0.141, 1.130], [-1.264, -0.486, 2.577], [1.338, 3.664, 5.246], [-0.191, 3.908, 5.503], [-0.417, 5.071, 6.519], [0.187, 4.932, 7.778], [-0.305, 3.841, 8.562], [-0.893, 4.113, 4.219], [1.513, 2.998, 4.401], [1.913, 3.374, 6.126], [1.821, 4.598, 4.958], [-0.607, 3.007, 5.953], [-1.461, 5.384, 6.517], [0.007, 5.959, 6.051], [-1.379, 3.963, 8.703], [0.175, 3.715, 9.532], [-0.108, 2.895, 8.058], [-0.890, 3.181, 3.829], [-1.853, 4.320, 4.457], [13.096, -0.729, -2.500], [11.667, -0.755, -3.048], [10.634, -0.063, -2.115], [9.292, -0.291, -2.507], [8.299, 0.125, -1.617], [11.762, -0.231, -4.362], [13.106, -1.006, -1.446], [13.474, 0.292, -2.454], [13.788, -1.408, -2.998], [11.460, -1.810, -3.225], [10.745, 1.019, -2.197], [10.720, -0.330, -1.062], [8.219, 1.199, -1.451], [8.414, -0.478, -0.717], [7.316, -0.169, -1.986], [10.864, -0.271, -4.822], [12.035, 0.737, -4.266], [2.663, -1.763, -8.229], [3.342, -2.485, -7.059], [2.684, -3.891, -6.767], [1.419, -3.852, -6.048], [1.417, -2.988, -4.938], [4.741, -2.577, -7.423], [2.422, -2.409, -9.073], [3.264, -0.894, -8.496], [1.691, -1.339, -7.974], [3.288, -1.847, -6.177], [3.371, -4.454, -6.134], [2.647, -4.473, -7.688], [2.330, -3.253, -4.404], [0.462, -3.059, -4.416], [1.518, -1.936, -5.203], [5.061, -3.209, -6.703], [4.923, -3.091, -8.274], [1.024, 0.979, -13.728], [0.068, 1.199, -12.538], [0.631, 2.257, -11.534], [-0.244, 2.350, -10.373], [0.263, 3.204, -9.274], [-1.180, 1.556, -13.156], [0.489, 0.481, -14.536], [1.851, 0.300, -13.519], [1.423, 1.890, -14.175], [-0.178, 0.256, -12.049], [0.944, 3.122, -12.118], [1.528, 1.818, -11.098], [0.971, 2.585, -8.722], [-0.594, 3.438, -8.642], [0.699, 4.137, -9.629], [-1.143, 2.538, -13.389], [-1.294, 1.216, -14.101]], "atomic_forces_ev_per_a": [[-0.105, -0.740, -0.558], [2.308, -1.253, 3.539], [-1.940, -0.145, -1.080], [0.504, 0.071, -0.289], [0.689, -0.227, 0.366], [-0.738, 0.462, -1.505], [-0.107, -0.175, 0.140], [0.053, 0.324, -0.069], [-0.223, -0.079, -0.074], [0.271, 0.368, 0.006], [-0.290, 0.044, -0.370], [-0.310, 0.834, 0.036], [-0.020, 0.301, -0.002], [0.061, -0.094, 0.368], [-0.240, 0.396, -0.161], [0.553, -0.361, -0.187], [-0.436, 0.257, -0.199], [-1.129, 1.086, -0.376], [-1.063, -0.980, 1.288], [0.206, -0.397, -0.238], [0.025, 0.673, -0.718], [-0.668, -0.631, 0.168], [1.493, 0.664, 0.030], [0.044, -0.692, -0.385], [0.418, 0.243, 0.090], [0.311, -0.393, -0.286], [-0.824, -0.371, -0.867], [-0.232, 0.237, 0.004], [-0.302, 0.225, -0.010], [0.780, -0.090, 0.553], [0.308, -0.023, -0.229], [-0.466, 0.149, 0.357], [0.803, 0.240, 0.274], [0.321, 0.095, 0.345], [0.762, -0.346, -0.769], [-2.076, -0.533, 0.311], [1.603, 1.560, 0.340], [-1.068, -0.845, -0.367], [1.093, -0.219, 1.094], [-0.718, 0.017, -0.700], [-0.411, 0.068, -0.130], [-0.179, -0.186, -0.070], [0.218, 0.088, -0.154], [0.298, 0.128, 0.216], [0.632, 0.125, -0.317], [-0.526, 0.096, 0.461], [-0.209, -0.053, -0.102], [-0.043, 0.171, 0.144], [0.148, 0.150, -0.051], [-0.112, 0.144, 0.916], [0.634, -0.273, -0.809], [-0.432, -0.351, 0.006], [-1.467, 1.388, -0.656], [2.195, 0.021, -0.633], [0.155, 0.410, -0.298], [-0.471, -0.572, 0.991], [0.103, -0.542, 0.696], [0.040, 0.162, 0.493], [-0.209, 0.406, -0.086], [0.200, 0.345, -0.474], [-0.282, -0.422, 0.404], [-0.291, -0.584, -0.216], [0.309, 0.842, -0.281], [0.613, -0.589, 0.204], [-0.153, -0.061, -0.127], [-0.105, -0.343, -0.019], [-0.104, 0.119, 0.289], [-0.097, -0.253, -0.243], [1.908, -0.191, -0.658], [-1.766, -1.690, -1.056], [-1.944, 0.186, -1.103], [0.896, -0.844, 1.081], [0.494, 0.693, -1.545], [-0.902, -0.249, 1.732], [-0.460, 0.016, 0.597], [0.385, 0.647, -0.161], [-0.008, 0.179, 0.321], [0.366, -0.146, -0.513], [0.644, -0.049, 0.244], [-0.522, 0.463, 0.150], [0.179, 0.135, 0.500], [0.111, -0.364, 0.111], [-0.039, 0.647, 0.254], [0.310, -0.379, 0.234], [0.294, 0.950, -0.180], [-0.128, 0.200, -0.057], [0.321, -0.876, -0.230], [-0.054, 0.497, -1.660], [-0.552, 0.622, 0.774], [0.297, -0.045, -0.656], [0.321, -0.232, -0.184], [-0.195, -0.288, 0.490], [-0.256, 0.368, 0.139], [0.004, 0.010, 0.045], [-0.499, -0.337, -0.591], [-0.044, -0.088, 0.236], [-0.053, 0.077, 0.110], [0.487, 0.190, -0.070], [-0.061, -0.373, 0.411], [-0.025, -0.331, 0.448], [-0.019, 0.127, 0.299], [0.516, 0.409, 0.466], [0.478, 0.515, -1.844], [1.976, -0.044, 0.686], [-0.326, -0.379, 0.855], [0.195, -0.797, -2.384], [0.571, 1.118, 0.529], [-1.510, -0.320, -0.239], [-0.202, -0.051, 0.276], [0.105, -0.169, -0.166], [-0.636, -0.111, 0.006], [0.122, 0.571, 0.570], [-0.351, 0.245, -0.529], [0.414, -0.089, 0.319], [-0.511, -0.204, 0.853], [0.795, -1.026, 0.396], [-0.594, 0.596, -0.430], [0.065, -0.319, 1.055], [-0.606, 0.426, 0.080], [0.080, 1.129, -0.213], [-0.025, -0.144, -0.629], [1.149, 0.257, -0.998], [-0.240, -0.785, 0.451], [0.941, -0.288, -0.197], [-0.570, 1.123, 0.627], [-0.114, -0.098, 0.086], [-0.121, -0.033, -0.257], [-0.038, -0.261, -0.084], [0.058, 0.140, 0.089], [-0.367, 0.274, 0.453], [-0.300, 0.125, -0.003], [-0.112, -0.060, 0.212], [-0.082, -0.097, -0.257], [-0.317, -0.250, 0.226], [0.221, -0.690, 0.567], [-0.145, -0.402, -0.028], [-0.639, 0.872, 0.214], [1.901, -1.150, -1.184], [-1.200, -1.486, 1.003], [0.328, -1.063, 1.629], [-0.403, 0.759, -1.402], [-1.575, 1.357, -0.088], [-0.040, 0.058, 0.142], [0.282, 0.442, -0.214], [0.405, -0.514, 0.571], [1.098, 0.184, -0.756], [0.179, 0.253, 0.198], [0.435, 0.266, -0.489], [-0.107, 0.068, -0.061], [-0.470, 0.068, -0.085], [-0.175, 0.027, 0.133], [-0.038, 0.079, 0.302], [0.003, -0.197, 0.078], [1.430, -1.691, -1.402], [0.467, 1.061, -1.804], [-0.551, -1.449, 0.944], [-0.460, 0.168, 1.185], [0.363, -1.102, -0.319], [-0.392, 2.243, 1.053], [-0.117, 0.188, 0.055], [0.092, -0.298, -0.173], [-0.188, -0.021, 0.085], [-0.115, 0.038, 0.272], [0.104, 0.090, 0.022], [-0.376, 0.239, -0.016], [0.270, 0.329, -0.113], [-0.128, 0.173, 0.089], [-0.316, 0.199, 0.255], [0.019, -0.174, -0.088], [-0.132, 0.028, -0.037], [-0.600, 0.925, -0.012], [1.061, -0.250, 0.794], [0.414, 0.281, -1.776], [0.116, -0.423, 0.621], [-0.208, -0.160, -0.743], [0.607, 0.303, 0.809], [-0.140, -0.331, 0.220], [-0.370, -0.452, 0.083], [-0.235, 0.303, -0.176], [0.102, -0.257, 0.280], [-0.636, -0.619, 0.673], [0.598, 0.076, 0.140], [-0.150, -0.134, 0.126], [0.216, 0.834, -0.093], [-0.181, -0.135, -0.192], [-0.254, -0.020, -0.600], [-0.388, 0.036, -0.239], [-0.354, 0.270, 1.537], [0.466, -1.065, 0.730], [-0.353, 0.266, -0.155], [-0.006, -0.556, -1.406], [-0.315, -0.816, 0.223], [-0.314, 0.805, -0.965], [-0.101, -0.315, 0.173], [0.222, 0.120, -0.504], [-0.234, 0.298, -0.338], [-0.655, -0.175, 0.623], [0.665, 0.355, 0.152], [0.397, -0.273, 0.173], [0.537, 0.180, 0.246], [0.020, 0.518, 0.659], [0.135, -0.120, -0.496], [-0.154, 0.175, -0.234], [-0.008, 0.347, -0.464], [-0.917, 0.479, 0.642], [-1.394, -0.189, -1.605], [0.183, 1.199, 1.255], [0.057, -0.084, -1.951], [0.748, 0.080, -0.471], [0.454, -0.745, 1.205], [0.560, -0.094, -0.140], [0.171, -0.236, -0.349], [-0.171, -0.099, 0.359], [0.063, -0.144, 0.013], [0.359, -0.026, 0.345], [-0.777, 0.136, -0.057], [-0.285, 0.146, 1.090], [0.333, -0.532, 0.196], [-0.069, 0.180, -0.260], [1.125, -0.028, 0.198], [-0.420, 0.009, -0.444], [0.782, -0.821, 0.320], [0.528, -0.164, -0.943], [-0.559, -2.372, 0.946], [0.346, 1.848, -0.511], [-0.597, -1.374, -1.354], [-1.706, 1.953, -0.011], [-0.150, -0.059, 0.089], [0.309, 0.176, 0.234], [-0.024, 0.252, 0.288], [0.717, -0.054, 0.407], [-0.596, 0.782, 0.444], [0.575, -0.034, -0.440], [0.257, 0.319, 0.171], [0.032, -0.121, -0.099], [0.125, -0.095, -0.117], [-0.246, 0.673, 0.472], [0.216, -0.918, 0.120]]}